Record 1
{"formula": "C18H23As2N3O6Os", "method": "ωB97M-V/def2-TZVPD", "molar_mass_g_mol": 717.5, "energy_ha": -5876.9597, "e_homo_ev": -15.7, "total_charge": 2, "species": ["H", "H", "H", "H", "H", "H", "H", "H", "Os", "C", "C", "H", "C", "O", "As", "O", "C", "C", "H", "H", "O", "H", "C", "C", "C", "As", "H", "C", "H", "C", "C", "H", "O", "C", "H", "C", "N", "H", "H", "O", "H", "C", "H", "N", "C", "C", "H", "O", "C", "C", "H", "N", "H"], "coordinates": [[1.545, -3.900, 0.043], [-4.423, -0.417, 2.656], [-3.359, 0.410, -1.875], [3.227, 2.137, 0.103], [-3.267, -4.224, 4.230], [-3.137, 2.374, 0.142], [-1.915, -4.269, -0.833], [1.840, -1.413, 6.863], [0.058, -0.115, 0.239], [0.787, -3.851, 0.824], [-0.874, 0.542, 6.239], [-3.519, -1.314, -1.460], [0.102, -0.163, 6.920], [0.125, 1.647, -0.519], [-0.526, -2.542, 0.317], [0.712, -1.057, 2.014], [-3.766, -1.278, 2.633], [1.254, 2.404, -0.379], [-4.734, -2.236, 4.288], [0.288, -4.818, 0.884], [-0.316, 0.804, 2.056], [-2.060, -2.725, -1.698], [-2.115, -3.521, 2.565], [-3.126, -3.425, 3.515], [-2.747, -1.362, 1.693], [-2.390, 0.033, 0.404], [-1.588, 1.096, 4.300], [-1.925, -2.489, 1.657], [-4.591, -0.116, -0.714], [0.190, -0.145, 2.745], [-0.842, 0.546, 4.858], [-2.333, 2.193, 1.714], [0.977, -0.725, 8.969], [-1.372, -3.399, -1.198], [2.624, -0.084, 1.033], [-3.032, 1.737, 1.020], [2.322, 1.692, 0.165], [-1.631, 1.082, 6.790], [2.838, -0.085, -0.604], [-0.836, 0.451, 8.927], [1.246, -3.602, 1.776], [1.119, -0.894, 4.903], [-1.483, -4.400, 2.543], [2.264, 0.283, 0.155], [-3.947, -2.308, 3.548], [-3.581, -0.300, -1.080], [-0.618, -3.719, -1.916], [1.292, 3.565, -0.598], [1.098, -0.881, 6.285], [0.154, -0.175, 4.195], [1.882, -1.450, 4.374], [0.079, -0.144, 8.408], [-4.006, 1.604, 1.488]], "forces_ev_per_a": [[-0.006, -0.004, 0.002], [0.002, -0.007, 0.052], [-0.005, -0.022, -0.011], [0.041, -0.062, -0.041], [-0.007, -0.002, -0.003], [0.003, -0.003, -0.003], [0.014, 0.009, 0.060], [-0.028, 0.026, 0.056], [1.134, 0.802, 1.522], [0.175, 0.151, 0.083], [-0.043, 0.047, -0.001], [0.017, -0.027, 0.046], [-0.027, 0.011, -0.044], [-0.545, -0.122, -0.240], [-0.849, -0.566, -0.435], [-0.070, 0.024, -0.142], [-0.004, 0.021, -0.084], [0.202, -0.029, 0.042], [-0.002, -0.001, -0.006], [-0.032, 0.008, 0.000], [0.103, -0.391, -0.770], [-0.011, -0.008, 0.003], [0.031, -0.054, -0.061], [0.015, 0.019, -0.015], [-0.069, 0.109, 0.084], [-0.356, -0.350, -0.223], [0.024, 0.019, -0.018], [0.150, 0.069, 0.032], [-0.004, -0.021, -0.002], [0.059, 0.015, 0.546], [0.047, 0.020, 0.026], [-0.019, -0.018, 0.017], [-0.006, -0.011, 0.022], [0.156, 0.110, -0.228], [0.135, 0.061, -0.016], [0.167, 0.058, 0.083], [-0.021, 0.109, 0.031], [0.017, -0.013, 0.032], [-0.155, -0.164, -0.047], [0.001, -0.009, 0.014], [-0.022, 0.001, 0.003], [-0.084, -0.091, -0.076], [-0.011, -0.006, 0.038], [-0.298, 0.131, -0.044], [-0.014, -0.021, 0.005], [0.071, 0.152, -0.087], [0.022, 0.006, 0.033], [-0.041, -0.014, -0.157], [0.088, -0.055, -0.048], [0.042, 0.098, 0.009], [0.018, 0.012, 0.023], [0.007, -0.001, -0.036], [-0.014, -0.017, -0.023]]}

***

Record 2
{"formula": "C25H20FN5O2S", "method": "ωB97M-V/def2-TZVPD", "molar_mass_g_mol": 473.5, "energy_ha": -1886.9778, "e_homo_ev": -8.1, "total_charge": 0, "smiles": "CCOc1ccc(-c2nnc(SCc3nnc(-c4ccccc4)o3)n2-c2ccccc2F)cc1", "species": ["C", "C", "H", "C", "N", "F", "C", "N", "N", "C", "C", "C", "H", "H", "H", "C", "O", "H", "C", "C", "H", "N", "C", "C", "N", "H", "H", "H", "C", "H", "C", "C", "H", "C", "C", "H", "C", "C", "H", "C", "H", "O", "C", "C", "C", "H", "C", "H", "H", "H", "S", "H", "C", "H"], "coordinates": [[0.934, -2.036, 1.632], [-2.401, 4.432, 1.234], [1.160, -3.077, 1.462], [-0.472, -0.003, -2.922], [0.766, 2.351, -0.535], [1.114, 4.870, 0.524], [0.391, 0.663, 2.015], [-1.543, 0.621, -2.521], [2.319, 1.882, -2.020], [1.344, 1.138, -0.250], [-2.602, 3.150, 0.747], [1.270, -1.115, 0.662], [0.153, -4.058, 5.856], [-0.400, 0.063, 3.911], [-3.577, 2.695, 0.806], [-0.112, 4.314, 0.581], [-0.070, -2.426, 3.820], [-0.350, -4.225, 2.841], [-0.329, 1.993, -3.595], [-0.301, 3.027, 0.084], [-1.423, -4.273, 5.092], [2.268, 0.878, -1.145], [0.314, -1.615, 2.807], [1.544, -3.116, -2.629], [-1.449, 1.891, -2.951], [-0.380, 3.885, -4.578], [1.758, -1.434, -0.245], [0.201, 1.710, 2.192], [-0.359, -4.468, 4.990], [0.975, -4.924, -1.636], [0.168, -3.818, 3.720], [1.427, 2.762, -1.668], [1.845, -1.188, -3.520], [0.321, 3.217, -4.085], [-0.572, -3.448, -1.537], [-0.194, -5.541, 4.952], [1.169, -1.833, -2.981], [-1.151, 5.021, 1.155], [-1.717, 1.456, -0.226], [-0.959, -2.168, -1.883], [-1.245, -4.078, -0.975], [0.333, 0.819, -3.632], [0.676, -3.923, -1.909], [0.989, 0.239, 0.827], [-1.561, 2.447, 0.172], [1.244, -4.009, 3.614], [0.060, -0.253, 2.988], [2.518, -3.485, -2.911], [-3.219, 4.979, 1.677], [-1.924, -1.776, -1.603], [0.929, 4.152, -2.604], [1.173, 2.977, -4.717], [-0.088, -1.358, -2.610], [-0.966, 6.015, 1.527]], "forces_ev_per_a": [[-0.059, -0.262, 0.307], [0.059, -0.018, -0.017], [0.001, -0.108, 0.011], [-0.659, 0.620, 0.197], [0.619, -0.509, -0.314], [-0.146, -0.089, -0.086], [0.113, -0.109, -0.033], [0.201, -1.395, 0.257], [0.189, 0.941, -0.585], [0.056, 0.378, -0.208], [-0.046, -0.092, 0.030], [-0.101, 0.347, 0.004], [0.045, -0.004, 0.103], [-0.053, 0.038, 0.118], [-0.107, -0.042, 0.006], [-0.107, -0.268, 0.084], [-0.077, 0.128, 0.127], [0.105, 0.072, 0.046], [-0.757, -0.060, 0.009], [-0.473, 0.415, 0.232], [-0.106, -0.024, 0.030], [0.034, -0.925, 0.700], [0.063, 0.289, -0.202], [0.060, -0.074, -0.003], [0.308, 1.252, -0.678], [-0.010, -0.085, -0.079], [0.024, -0.081, -0.121], [-0.031, 0.040, 0.030], [0.115, 0.302, -0.326], [0.023, -0.081, 0.020], [0.028, -0.370, 0.056], [-0.023, 0.526, -0.138], [0.079, 0.055, -0.029], [0.367, 0.144, 0.369], [-0.026, -0.048, 0.014], [0.008, -0.116, 0.015], [-0.179, 0.082, 0.026], [0.175, 0.014, -0.062], [0.023, -0.074, -0.062], [0.081, 0.143, -0.142], [-0.059, -0.044, 0.049], [-0.031, -0.265, -0.043], [0.029, -0.038, 0.022], [-0.087, -0.391, 0.354], [0.128, 0.207, 0.003], [-0.117, 0.045, -0.062], [-0.042, -0.231, 0.126], [0.081, -0.028, -0.022], [-0.073, 0.056, 0.042], [-0.107, 0.019, 0.057], [0.187, 0.037, -0.161], [-0.128, 0.043, -0.055], [0.364, -0.463, -0.049], [0.037, 0.102, 0.036]]}

***

Record 3
{"formula": "C2H3N5O", "method": "ωB97M-V/def2-TZVPD", "molar_mass_g_mol": 113.1, "energy_ha": -426.8782, "e_homo_ev": -9.6, "total_charge": 0, "relative_energy_ev": 4.881, "smiles": "[H]/N=C\\N=c1/nno[nH]1", "species": ["N", "N", "H", "N", "H", "C", "O", "H", "N", "N", "C"], "coordinates": [[1.628, 0.964, 0.223], [-2.902, -0.202, -0.054], [-1.507, -1.523, 0.467], [0.966, -1.201, 0.011], [1.769, 1.971, -0.206], [0.510, 0.170, -0.007], [2.707, 0.133, -0.073], [-3.034, 0.823, -0.473], [2.210, -1.187, -0.041], [-0.682, 0.519, 0.008], [-1.666, -0.467, 0.143]], "forces_ev_per_a": [[-0.072, 1.778, -1.517], [0.219, 2.055, -1.288], [0.681, 0.982, -0.102], [2.130, 0.904, -0.182], [-0.547, -2.988, 0.917], [0.677, -0.472, 1.068], [0.512, -0.743, 0.259], [0.595, -2.532, 1.382], [-1.042, 0.665, -0.222], [-0.955, 0.300, -0.133], [-2.198, 0.051, -0.181]]}

***

Record 4
{"formula": "C23H46CeN4O4P", "method": "ωB97M-V/def2-TZVPD", "molar_mass_g_mol": 613.7, "energy_ha": -2239.4382, "e_homo_ev": -17.0, "total_charge": 3, "species": ["C", "C", "H", "C", "H", "H", "H", "N", "N", "H", "H", "H", "H", "H", "H", "C", "H", "H", "C", "H", "H", "H", "H", "C", "C", "H", "H", "O", "C", "H", "H", "C", "H", "H", "H", "H", "H", "P", "C", "H", "H", "H", "C", "O", "H", "H", "Ce", "H", "O", "H", "H", "C", "C", "H", "C", "H", "H", "H", "C", "C", "C", "C", "H", "C", "H", "C", "H", "C", "N", "H", "H", "C", "N", "H", "C", "H", "O", "H", "H"], "coordinates": [[1.579, -0.295, -3.269], [-0.785, -4.686, -2.224], [3.147, -4.181, 0.152], [3.361, 0.838, -1.906], [-2.801, -3.564, -3.405], [3.478, 0.319, -3.974], [-3.209, 0.135, 4.200], [0.722, 0.120, -2.074], [-1.254, 0.008, -0.372], [0.439, -2.122, 1.992], [-1.637, 2.626, 3.852], [1.010, 0.984, 3.480], [2.917, -1.813, -0.789], [0.260, 2.080, -1.539], [-3.085, -0.451, 2.475], [-1.514, -1.820, -3.315], [-2.204, -3.426, -1.281], [0.767, 2.729, 4.220], [2.457, -1.159, 1.699], [-0.692, -3.463, -0.398], [-2.985, 5.315, 1.078], [1.589, 3.970, 1.038], [-1.092, 1.360, 4.872], [0.916, 3.840, 1.906], [-3.885, 1.554, 2.712], [2.621, 2.828, -1.431], [-0.973, -1.231, -4.093], [-3.314, 2.005, 1.461], [3.092, -0.123, -3.067], [2.872, -0.428, 1.030], [-4.691, 3.585, 1.249], [2.329, 1.938, -1.951], [-2.241, -2.972, -4.875], [-0.820, 4.872, 2.894], [-1.076, -5.209, -4.451], [3.234, 0.305, -0.914], [1.789, -2.942, -1.460], [-0.089, -0.963, -1.133], [0.443, 1.930, 3.510], [-0.145, 5.573, 1.356], [0.509, -0.395, 1.638], [-4.928, 1.272, 2.687], [0.974, -1.346, 1.357], [0.478, 2.461, 2.109], [1.484, 4.056, 2.832], [-1.553, -5.336, -1.913], [-1.215, 1.604, 0.531], [-3.821, 2.410, 3.370], [-1.589, 0.796, 2.897], [-2.385, -1.314, -3.066], [1.217, -1.251, -3.484], [-2.940, 0.386, 3.157], [-2.707, 4.353, 1.439], [4.130, -2.429, 1.521], [-1.111, -3.399, -1.441], [2.487, -0.652, 2.673], [2.141, 2.146, -2.984], [3.558, -1.146, -2.893], [3.102, -2.576, 1.689], [-0.401, 4.668, 1.884], [1.047, 1.368, -1.418], [-0.851, -4.316, -3.763], [2.971, -2.898, 2.734], [2.117, -2.442, -0.550], [1.267, 1.280, -0.385], [-1.042, 1.722, 3.877], [-2.794, 4.228, 2.558], [-1.912, -3.177, -3.843], [0.947, -1.619, -0.058], [0.140, -4.020, -3.944], [4.393, 1.145, -1.832], [-3.665, 3.288, 1.019], [-0.781, -2.089, -2.032], [-3.841, 3.183, -0.051], [2.475, -3.422, 0.528], [1.560, -3.835, 0.842], [-1.409, 3.974, 1.077], [1.238, 0.398, -4.071], [0.179, -5.145, -1.948]], "forces_ev_per_a": [[-0.912, 2.705, 0.419], [0.997, 1.306, -1.233], [0.101, -0.202, 0.078], [-0.053, -1.388, 1.458], [-0.752, -0.085, 0.704], [0.320, -0.140, -0.299], [0.744, -0.105, -0.419], [0.252, -0.489, -0.428], [0.980, -1.139, -0.222], [0.791, 0.667, -0.708], [0.142, 0.538, -0.106], [-0.142, 0.656, 0.413], [1.292, 1.040, -0.414], [-1.109, 1.064, -0.397], [-0.188, -0.188, 0.312], [1.474, -1.202, 0.049], [0.374, 0.303, -0.039], [0.514, -0.867, -0.608], [-1.088, -0.741, 1.243], [-0.216, 0.186, -1.030], [-0.193, 0.868, -0.123], [-0.608, -0.414, 0.225], [-0.177, -0.862, 0.977], [-1.039, -0.245, 1.758], [1.455, -0.471, 0.825], [0.085, 0.537, 0.249], [0.122, -0.484, 0.971], [-0.799, -0.679, 0.505], [0.109, -1.537, 0.901], [0.327, 0.105, -0.625], [0.053, -0.137, 0.813], [0.259, -0.269, -0.592], [0.316, -0.328, 0.103], [0.352, -0.208, -0.680], [0.148, 1.426, 1.193], [-0.014, 0.286, -0.900], [0.003, -0.106, -0.082], [0.327, 0.076, -0.438], [-1.347, 1.132, -0.423], [-0.307, 0.720, 0.144], [-0.495, 0.137, -0.423], [-0.241, -0.272, -0.642], [0.150, 0.123, 1.117], [0.522, -0.757, 0.182], [-0.100, 0.520, -0.777], [-0.877, -1.131, 0.100], [0.641, 0.043, 0.523], [0.030, 0.098, 0.507], [0.361, 0.121, 1.033], [-1.717, 1.263, 0.348], [-0.021, -1.576, -0.639], [-1.533, 0.988, -0.719], [-1.154, -1.544, 2.229], [1.447, -0.164, -0.156], [-0.502, -0.657, 2.023], [0.390, -0.519, 0.107], [0.116, 0.797, -0.701], [-0.294, 1.396, -0.317], [-1.057, 0.995, 0.355], [1.130, -0.017, -0.409], [0.421, -0.414, -0.966], [-1.558, -1.173, 1.086], [0.023, -0.757, -0.698], [-1.980, -0.607, -0.338], [0.049, -0.665, 1.858], [0.990, -0.275, -1.519], [0.326, 1.097, -0.741], [0.452, -0.655, -2.615], [-0.791, -0.020, -0.301], [1.239, 0.815, -0.955], [0.233, 0.444, -0.530], [-1.900, 0.867, -2.126], [0.916, -0.107, -0.678], [0.683, 0.143, -0.601], [1.051, 1.328, 0.921], [-0.978, -1.094, 0.486], [1.511, 0.288, 0.276], [0.225, -0.707, 0.287], [-0.300, 0.314, -0.156]]}

***

Record 5
{"formula": "C11H23CeN5O6", "method": "ωB97M-V/def2-TZVPD", "molar_mass_g_mol": 461.5, "energy_ha": -1632.8390, "s2": 1.16, "e_homo_ev": [-9.8, -9.8], "total_charge": 1, "spin_multiplicity": 2, "relative_energy_ev": 0.000, "species": ["H", "H", "H", "C", "H", "O", "H", "C", "H", "H", "Ce", "H", "C", "H", "H", "N", "H", "H", "C", "O", "C", "H", "C", "H", "O", "N", "H", "H", "H", "C", "O", "O", "H", "O", "N", "C", "N", "H", "H", "C", "C", "C", "N", "H", "H", "H"], "coordinates": [[4.865, -1.114, 2.160], [-3.619, -0.934, -0.982], [3.373, 2.208, -2.419], [-0.289, -2.631, 1.812], [-4.419, -0.871, -2.585], [1.422, -2.560, 0.216], [-5.621, 0.815, -1.844], [-4.009, -0.274, -1.759], [3.005, 3.479, -1.236], [-0.361, 4.416, -2.665], [0.039, 0.160, 0.249], [-3.193, 0.355, -2.130], [2.603, 2.913, -2.092], [-0.198, -4.031, 3.429], [-2.141, -3.191, 3.736], [-1.675, -0.812, 1.362], [-0.993, 4.540, -1.007], [0.755, 4.792, -1.318], [0.412, -3.685, 2.584], [2.789, 0.300, -1.757], [-2.445, -2.272, 3.220], [-3.463, -2.404, 2.825], [-1.506, -1.953, 2.119], [-2.607, 1.967, -0.075], [-2.600, 0.073, 1.558], [2.037, 0.305, 1.683], [0.648, -4.537, 1.926], [0.188, -2.267, -1.704], [4.377, -1.353, 0.456], [-0.138, 4.218, -1.606], [-4.998, 0.540, -1.143], [-0.145, -1.371, -1.924], [0.479, -1.036, -2.605], [-2.070, 2.579, -0.621], [1.545, 0.877, -1.314], [0.114, 2.771, -1.386], [-0.821, 1.964, -0.827], [2.900, -0.562, -1.307], [-2.471, -1.437, 3.937], [4.442, -0.611, 1.278], [3.142, -0.079, 1.589], [1.395, 2.171, -1.665], [0.372, -2.028, 0.771], [1.360, -3.265, 2.970], [5.125, 0.208, 0.988], [2.396, 3.625, -2.895]], "forces_ev_per_a": [[-0.152, 0.137, -0.269], [-0.005, -0.044, -0.125], [-0.256, 0.366, 0.030], [1.623, 1.463, -1.748], [0.182, 0.085, 0.216], [0.735, 0.535, -0.038], [0.442, -0.101, 0.680], [-0.050, 0.011, 0.171], [-0.184, -0.097, -0.194], [0.083, -0.010, 0.252], [-1.105, -2.313, 2.427], [0.094, -0.107, -0.184], [0.309, 0.571, -0.566], [0.282, 0.042, -0.275], [-0.185, 0.301, -0.089], [-0.202, -2.860, 1.416], [0.195, -0.045, -0.174], [-0.292, -0.083, -0.194], [-0.240, -0.533, 0.067], [-0.905, 0.757, 0.666], [-0.145, -0.186, 0.185], [0.260, 0.088, 0.158], [-0.632, 2.359, -0.755], [0.217, -0.275, -0.078], [0.406, 0.427, -0.264], [3.458, -0.599, 0.384], [0.039, 0.273, 0.336], [-0.101, 0.444, 0.170], [-0.169, 0.409, 0.509], [0.149, 0.301, -0.046], [-0.540, 0.196, -0.725], [0.736, 0.189, -0.412], [-0.679, -0.386, 0.481], [1.337, -0.196, -0.163], [1.763, 1.787, -2.921], [-2.822, -0.962, 1.568], [-0.295, 3.481, -2.546], [-0.719, 0.252, -0.022], [-0.086, -0.233, -0.167], [1.091, -0.233, 0.048], [-3.199, 0.730, -0.298], [1.712, -3.065, 1.051], [-1.463, -2.189, 1.396], [-0.344, -0.279, -0.210], [-0.343, -0.354, 0.119], [0.003, -0.055, 0.134]]}

***

Record 6
{"formula": "C3H3O2S", "method": "ωB97M-V/def2-TZVPD", "molar_mass_g_mol": 103.1, "energy_ha": -664.8150, "e_homo_ev": -3.6, "total_charge": -1, "relative_energy_ev": 0.556, "smiles": "CC(=O)C([O-])=S", "species": ["C", "H", "H", "O", "O", "C", "C", "S", "H"], "coordinates": [[0.848, -0.513, -1.177], [-0.861, 0.282, 1.725], [0.318, 1.354, 1.260], [-0.268, -1.719, 0.578], [1.906, -0.954, -1.553], [-0.438, 0.667, 0.827], [0.115, -0.668, 0.062], [-0.312, 0.464, -2.091], [-1.308, 1.088, 0.370]], "forces_ev_per_a": [[-0.817, 1.625, -2.519], [-0.249, -0.936, 0.957], [-0.221, 0.014, -1.188], [0.809, 0.551, -1.050], [0.647, -0.545, 0.518], [1.196, -1.371, 0.582], [-2.228, 0.473, 3.928], [0.637, -0.542, -0.421], [0.227, 0.731, -0.808]]}